{"formula": "C42H37Br3MnN3O3P", "method": "ωB97M-V/def2-TZVPD", "elements": ["Mn", "O", "N", "C", "C", "C", "C", "C", "C", "C", "P", "C", "C", "C", "C", "C", "C", "C", "C", "C", "C", "C", "C", "H", "H", "H", "H", "H", "H", "H", "H", "H", "H", "H", "H", "H", "H", "H", "H", "C", "C", "C", "C", "C", "C", "Br", "C", "C", "Br", "C", "O", "C", "N", "H", "H", "H", "H", "H", "H", "Br", "C", "C", "C", "C", "N", "C", "H", "H", "H", "H", "C", "C", "O", "H", "H", "H", "H", "H", "H", "C", "C", "C", "C", "C", "C", "H", "H", "H", "H", "H"], "coordinates": [[-0.9487, -0.6560, 0.0582], [-1.1113, -1.9474, 2.6456], [-0.6716, -0.7436, 2.1194], [-0.3680, 0.0543, 3.0615], [0.0997, 1.4348, 2.9631], [0.3134, 2.0449, 4.2045], [0.6763, 3.3742, 4.3086], [0.7941, 4.1299, 3.1542], [0.5810, 3.5355, 1.9209], [0.2709, 2.1827, 1.7887], [0.1261, 1.4590, 0.1012], [1.8331, 1.6068, -0.5830], [2.7012, 2.6826, -0.4085], [3.9590, 2.6792, -0.9928], [4.3648, 1.6096, -1.7811], [3.5016, 0.5446, -1.9842], [2.2508, 0.5489, -1.3835], [-0.6706, 2.8915, -0.7430], [-0.1794, 3.4119, -1.9382], [-0.8428, 4.4437, -2.5923], [-1.9996, 4.9794, -2.0501], [-2.4908, 4.4784, -0.8512], [-1.8376, 3.4412, -0.2080], [-1.6577, -2.2879, 1.9053], [-0.5145, -0.3246, 4.0703], [0.1758, 1.4563, 5.1037], [0.8381, 3.8200, 5.2811], [1.0393, 5.1828, 3.2077], [0.6294, 4.1551, 1.0353], [2.4115, 3.5366, 0.1888], [4.6232, 3.5200, -0.8365], [5.3467, 1.6121, -2.2373], [3.8022, -0.2936, -2.6009], [1.5755, -0.2855, -1.5306], [0.7397, 3.0281, -2.3656], [-0.4436, 4.8334, -3.5206], [-2.5167, 5.7843, -2.5571], [-3.3986, 4.8817, -0.4215], [-2.2519, 3.0437, 0.7099], [2.9037, -2.6457, 0.1852], [1.7698, -3.6168, 0.0506], [2.0862, -4.9895, -0.0987], [1.0923, -5.9127, -0.1643], [-0.2526, -5.4877, -0.0894], [-1.3614, -6.3622, -0.1504], [-1.1056, -8.2353, -0.3222], [-2.6363, -5.8787, -0.0868], [-2.8561, -4.5025, 0.0316], [-4.6291, -3.8595, 0.0886], [-1.8209, -3.5759, 0.0901], [-2.0538, -2.3012, 0.1745], [-0.4806, -4.0962, 0.0383], [0.5330, -3.1799, 0.1066], [3.7153, -2.9035, -0.4964], [3.3191, -2.6834, 1.1967], [2.5802, -1.6288, -0.0055], [3.1258, -5.2865, -0.1491], [1.3128, -6.9658, -0.2705], [-3.4830, -6.5488, -0.1332], [-1.9020, -3.9829, -4.6000], [-1.3731, -2.2820, -3.9843], [-1.2424, -1.2162, -4.8535], [-0.8414, -0.0021, -4.3225], [-0.6075, 0.0919, -2.9641], [-0.7473, -0.9350, -2.1197], [-1.1233, -2.1084, -2.6347], [-1.4480, -1.3337, -5.9087], [-0.7234, 0.8713, -4.9486], [-0.3086, 1.0333, -2.5307], [-1.2280, -2.9386, -1.9580], [4.8162, 0.0504, 2.5704], [3.4025, 0.5494, 2.7988], [2.4803, -0.0178, 1.8775], [5.5150, 0.5495, 3.2448], [5.1201, 0.2490, 1.5416], [4.8870, -1.0247, 2.7509], [3.3487, 1.6276, 2.6326], [3.0829, 0.3646, 3.8305], [2.3267, -0.9425, 2.0983], [-5.2342, 1.6220, 0.1358], [-4.6117, 1.2303, 1.3123], [-3.3586, 0.6277, 1.2770], [-2.6590, 0.4056, 0.0819], [-3.3290, 0.7976, -1.0852], [-4.5857, 1.3891, -1.0687], [-6.2134, 2.0850, 0.1563], [-5.1063, 1.3877, 2.2647], [-2.9244, 0.3287, 2.2251], [-2.8633, 0.6588, -2.0553], [-5.0575, 1.6763, -2.0023]], "atomic_forces_ev_per_a": [[0.5196, 0.2229, -0.1639], [-0.0505, -0.0131, -0.0179], [-0.2525, 0.0792, 0.0071], [0.1796, -0.0211, -0.0567], [-0.0431, 0.0994, 0.0080], [-0.0253, -0.0519, -0.0545], [0.0034, 0.0160, -0.0097], [0.0027, 0.0201, 0.0335], [-0.0210, 0.0169, -0.0338], [0.0150, 0.0342, 0.0301], [-0.1010, -0.1238, 0.0868], [0.0147, -0.0863, -0.0167], [0.0448, 0.0274, 0.0839], [-0.0191, 0.0033, 0.0092], [-0.0007, -0.0203, -0.0158], [0.0434, 0.0205, -0.0029], [-0.0694, -0.0332, 0.0153], [-0.0289, -0.0065, -0.0621], [0.0161, 0.0461, 0.0054], [0.0032, 0.0096, 0.0052], [-0.0046, 0.0027, -0.0002], [0.0070, -0.0038, -0.0092], [-0.0200, -0.0362, -0.0105], [-0.0116, -0.0736, -0.0655], [0.0495, -0.0228, 0.0045], [-0.0025, -0.0007, -0.0060], [-0.0031, -0.0015, -0.0025], [-0.0005, -0.0050, 0.0021], [0.0034, -0.0158, 0.0033], [0.0165, -0.0540, -0.0063], [0.0001, -0.0028, -0.0009], [-0.0067, 0.0006, 0.0029], [-0.0035, 0.0050, 0.0027], [0.0971, -0.0520, 0.0195], [-0.0033, -0.0112, 0.0011], [-0.0019, -0.0019, 0.0051], [0.0048, -0.0059, 0.0060], [0.0030, -0.0017, 0.0006], [-0.0007, -0.0040, 0.0096], [-0.0330, 0.0338, -0.0544], [0.0277, 0.0173, 0.0405], [-0.0283, -0.0483, 0.0484], [0.0477, 0.0220, 0.0066], [-0.0027, 0.0002, -0.0113], [-0.0380, 0.0301, 0.0184], [0.0037, -0.0029, -0.0028], [0.0387, -0.0263, -0.0015], [0.0184, 0.0560, -0.0345], [0.0170, -0.0040, -0.0009], [-0.1031, 0.0141, -0.0548], [-0.0874, -0.1607, 0.2727], [-0.0007, -0.0329, 0.0363], [0.0013, 0.0368, -0.1015], [0.0059, 0.0333, -0.0129], [0.0035, -0.0696, -0.0135], [-0.0125, 0.0511, -0.0159], [-0.0040, -0.0005, -0.0056], [0.0031, 0.0011, -0.0116], [0.0034, -0.0006, -0.0004], [0.0056, 0.0026, 0.0081], [0.0086, -0.0122, -0.0242], [-0.0011, -0.0177, -0.0181], [0.0203, 0.0083, 0.0015], [0.0364, 0.0228, -0.0044], [-0.3408, 0.0406, 0.0852], [0.0898, 0.0031, -0.0003], [0.0030, 0.0004, 0.0021], [0.0058, -0.0007, 0.0053], [-0.0597, -0.0098, -0.0178], [-0.0357, 0.0150, -0.0287], [0.0088, 0.0054, 0.0135], [-0.0066, 0.0575, -0.0474], [-0.0157, -0.0275, 0.0653], [-0.0049, -0.0036, -0.0075], [-0.0025, -0.0056, 0.0064], [-0.0021, 0.0029, -0.0070], [-0.0076, -0.0037, 0.0032], [-0.0009, -0.0069, -0.0006], [0.0255, 0.0424, 0.0379], [-0.0144, -0.0001, 0.0008], [0.0029, 0.0034, -0.0025], [0.0083, 0.0583, -0.0033], [0.0705, -0.0855, 0.0108], [-0.0024, 0.0036, 0.0046], [0.0027, 0.0198, 0.0033], [0.0104, 0.0021, -0.0001], [0.0026, -0.0078, -0.0030], [-0.0129, 0.0047, 0.0064], [-0.0148, -0.0146, -0.0039], [0.0061, -0.0020, 0.0058]], "lowdin_spin": [1.0593, -0.0011, -0.0098, 0.0067, -0.0004, 0.0017, -0.0005, 0.0018, -0.0008, -0.0006, -0.0271, -0.0051, -0.0006, -0.0004, -0.0001, -0.0002, -0.0018, -0.0049, -0.0011, -0.0001, -0.0008, 0.0001, -0.0009, 0.0003, 0.0000, 0.0001, -0.0001, 0.0001, -0.0001, -0.0001, 0.0000, 0.0000, 0.0000, -0.0010, 0.0000, 0.0000, 0.0000, 0.0000, 0.0000, -0.0004, 0.0001, -0.0003, 0.0000, 0.0000, 0.0020, 0.0004, -0.0003, 0.0018, 0.0005, -0.0002, 0.0067, 0.0009, -0.0014, 0.0000, 0.0000, -0.0006, 0.0000, 0.0000, -0.0001, -0.0002, -0.0003, 0.0023, -0.0006, 0.0016, 0.0006, 0.0026, 0.0001, -0.0001, -0.0002, 0.0002, 0.0000, -0.0001, -0.0012, 0.0000, 0.0000, 0.0000, 0.0000, 0.0000, -0.0002, -0.0009, -0.0005, -0.0020, -0.0176, -0.0024, -0.0008, -0.0001, 0.0000, -0.0008, -0.0007, -0.0001], "homo_lumo_gap_ha": [0.2620, 0.2471], "max_force_ha_per_bohr": 0.0114, "spin_multiplicity": 2, "total_energy_ev": -305502.6335, "homo_ha": [-0.26673, -0.25261]}